Arrangement i

# C6H15NS

A 3-piece molecular cluster, C6H15NS overall (wB97M-V/def2-TZVPD, the Open Molecules 2025 dataset).

## Properties
- E_LUMO: 0.183 eV
- M: 133.26 g/mol

Structure (XYZ):
```
23
Properties=species:S:1:pos:R:3:mulliken_charge:R:1
C 2.0620 -0.0895 2.1885 -0.53
C 1.0110 -0.2530 1.0888 -0.49
S 1.2979 1.1022 -0.1288 -0.37
N 1.7369 -0.9803 3.3068 -0.59
H 3.0245 -0.3464 1.7343 0.27
H 2.0485 0.9616 2.4631 0.42
H 1.1055 -1.2237 0.5968 0.27
H 0.0130 -0.0937 1.4982 0.28
H -0.3008 0.4974 -0.9789 -0.37
H 1.8267 -1.9512 3.0401 0.21
H 2.3296 -0.8212 4.1083 0.21
C -1.9786 1.9878 -0.9430 -1.17
C -1.4410 0.8850 -1.8026 0.14
C -1.3726 -0.4043 -1.3980 0.24
C -0.6228 -1.4390 -2.1821 -1.32
H -2.1044 1.5974 0.0678 0.27
H -1.2434 2.7884 -0.8802 0.35
H -2.9456 2.3785 -1.2590 0.39
H -1.1981 1.2147 -2.8073 0.33
H -2.0400 -0.7220 -0.6056 0.37
H 0.3533 -1.0145 -2.4269 0.39
H -0.4475 -2.3257 -1.5772 0.35
H -1.1143 -1.7485 -3.1031 0.36
```

***

Arrangement ii

# C6H15NS

A 2-piece molecular cluster, C6H15NS overall (wB97M-V/def2-TZVPD, the Open Molecules 2025 dataset).

## Properties
- E_LUMO: -3.071 eV
- M: 133.26 g/mol

Structure (XYZ):
```
23
Properties=species:S:1:pos:R:3:mulliken_charge:R:1
C -0.5914 -2.0846 1.9266 -0.15
N 0.2836 -1.0854 1.1819 -0.58
C -0.6069 0.0563 0.5252 0.90
C -1.3678 0.6691 1.6025 -0.77
C 1.6301 1.7457 -1.4669 -0.46
S 1.1307 1.5639 -3.1717 -0.17
C -1.4468 -0.3905 -0.6690 -1.25
C -0.1375 -2.2062 3.3770 -1.28
H -0.4031 -3.0567 1.4767 0.36
H -1.6486 -1.8514 1.8319 0.23
H 0.4852 -0.4554 1.9694 0.26
H 0.2334 0.7136 0.1585 -0.37
H -2.4343 0.7908 1.4271 0.26
H -0.9418 1.4870 2.1776 0.31
H 0.9006 2.2999 -0.8640 0.25
H 1.7265 0.7187 -1.1212 0.23
H 1.9856 2.4741 -3.6740 0.12
H -1.3282 0.3932 -1.4183 0.40
H -2.4634 -0.4272 -0.2707 0.36
H -1.1858 -1.3988 -0.9880 0.29
H -0.4486 -1.3837 4.0170 0.33
H -0.4358 -3.1966 3.7324 0.38
H 0.9596 -2.1659 3.4196 0.35
```

***

The most stable of them is arrangement i.

***

Arrangement i

# C2H3NS

A 2-piece molecular cluster, C2H3NS overall (wB97M-V/def2-TZVPD, the Open Molecules 2025 dataset).

## Properties
- E_LUMO (alpha / beta): -2.828 / -0.992 eV
- M: 73.12 g/mol

Structure (XYZ):
```
7
Properties=species:S:1:pos:R:3:mulliken_charge:R:1
C -0.2639 0.7226 0.6323 -0.20
C 0.5385 0.3058 1.4818 -0.17
N -0.4331 -0.9487 -1.6170 -0.51
S 1.5688 -0.3032 2.6682 -0.14
H -0.7363 0.9213 -0.2770 0.42
H 0.4241 -0.5148 -1.3693 0.29
H -1.0983 -0.1829 -1.5190 0.31
```

***

Arrangement ii

# C2H3NS

A 2-piece molecular cluster, C2H3NS overall (wB97M-V/def2-TZVPD, the Open Molecules 2025 dataset).

## Properties
- Structure (SMILES): C#N.C=S
- E_LUMO: -0.602 eV
- M: 73.12 g/mol

Structure (XYZ):
```
7
Properties=species:S:1:pos:R:3:mulliken_charge:R:1
C -0.9883 -1.0959 1.1354 0.14
N -0.0729 -1.7464 1.3978 -0.39
H -1.8061 -0.3618 0.9862 0.28
C 0.6301 0.7753 -0.7703 -0.43
S 0.7970 1.2890 -2.2938 -0.19
H 1.0591 -0.2390 -0.4718 0.25
H 0.3811 1.3789 0.0166 0.33
```

***

The most stable of them is arrangement ii.

***

Arrangement i

# CH3BBr2O2

CH3BBr2O2 as an isolated structure (wB97M-V/def2-TZVPD, the Open Molecules 2025 dataset).

## Properties
- E_LUMO (alpha / beta): -0.618 / -0.618 eV
- M: 217.65 g/mol

Structure (XYZ):
```
9
Properties=species:S:1:pos:R:3:mulliken_charge:R:1
B 0.7783 -0.8737 0.1471 0.55
C -1.0232 1.2981 0.2044 -0.51
O 0.9331 -1.3744 1.3608 -0.32
O 1.3131 -0.8843 -1.0869 -0.41
Br -1.0532 2.0797 -1.6919 -0.19
Br -2.7405 0.3971 0.4653 -0.13
H -0.7909 2.0852 0.9365 0.31
H 1.6969 -1.9051 1.5997 0.34
H 0.8863 -0.8227 -1.9350 0.36
```

***

Arrangement ii

# CH3BBr2O2

CH3BBr2O2 as an isolated structure (wB97M-V/def2-TZVPD, the Open Molecules 2025 dataset).

## Properties
- E_LUMO: -0.106 eV
- M: 217.65 g/mol

Structure (XYZ):
```
9
Properties=species:S:1:pos:R:3:mulliken_charge:R:1
B 0.3856 -0.0235 -0.1550 0.55
C -1.1086 0.4052 0.3239 -0.19
O 0.9545 -0.9444 0.5963 -0.48
O 0.9093 0.4564 -1.3351 -0.56
Br -2.0061 -1.3375 0.7928 -0.13
Br -1.1892 1.4869 1.9565 -0.11
H -1.6183 0.9373 -0.5733 0.33
H 1.9207 -1.0609 0.1873 0.29
H 1.7520 0.0805 -1.7934 0.30
```

***

The most stable of them is arrangement ii.